Computed, not measured: a single C21H27FN2O7S molecule at a distorted geometry, with ωB97M-V/def2-TZVPD.

XYZ file:
```
59
C21H27FN2O7S ωB97M-V/def2-TZVPD
S -0.16 1.09 3.07
F 5.26 -0.36 1.38
O -3.75 3.96 1.10
O -0.77 0.04 3.82
O -0.17 2.42 3.61
O 3.69 -3.18 1.48
O 1.01 -2.81 -3.40
O -3.12 2.58 -0.56
O -0.85 -3.34 -2.19
N -0.78 1.02 1.51
N 2.75 -2.32 -0.39
C -2.16 0.59 1.38
C -3.14 1.71 1.69
C 2.98 -0.92 1.56
C 2.59 1.50 2.93
C 0.63 -1.60 -1.36
C 3.18 -2.25 0.89
C 1.28 -4.03 -1.30
C -3.60 3.74 -1.22
C 2.72 -3.59 -1.07
C 0.09 -3.39 -4.29
C 1.71 -0.56 2.01
C 1.53 0.64 2.67
C -2.86 2.92 0.79
C 3.86 1.14 2.51
C -1.39 3.36 0.97
C -3.96 4.71 -0.07
C 0.51 -2.95 -2.08
C 2.11 -1.26 -1.13
C -0.46 2.17 0.70
C -1.24 -3.24 -3.54
C 4.03 -0.05 1.83
H -3.32 5.60 -0.09
H -1.96 -4.04 -3.75
H 2.20 -0.31 -0.60
H 2.60 -1.18 -2.11
H 1.25 -4.96 -1.86
H 2.40 2.42 3.45
H 0.13 -2.85 -5.23
H -1.70 -2.26 -3.73
H -2.83 4.16 -1.87
H -3.04 2.03 2.73
H -2.29 -0.23 2.09
H -5.01 5.01 -0.09
H -2.31 0.23 0.36
H 3.23 -3.49 -2.04
H 0.09 -1.66 -0.41
H 4.71 1.77 2.70
H 0.17 -0.83 -1.97
H 0.86 -1.20 1.86
H 0.57 2.45 0.91
H -4.17 1.38 1.52
H -0.55 1.88 -0.35
H 3.25 -4.32 -0.45
H -1.16 4.18 0.29
H 0.77 -4.19 -0.35
H 0.33 -4.45 -4.46
H -4.46 3.45 -1.82
H -1.26 3.70 2.00
```

Kohn-Sham gap ... 9.95 eV
Largest force on an atom ... 1.09 eV/A
Structure (SMILES) ... O=C(c1cc(S(=O)(=O)N2CCC3(CC2)OCCO3)ccc1F)N1CCC2(CC1)OCCO2
Lowest unoccupied orbital energy ... 0.49 eV
Highest occupied orbital energy ... -0.348 Ha

Computed, not measured: an isolated ion of composition C21H27N2O and charge +1 at a distorted geometry, with ωB97M-V/def2-TZVPD.

XYZ file:
```
51
C21H27N2O ωB97M-V/def2-TZVPD
O -0.82 1.27 -3.26
N 2.95 -0.58 0.50
N -0.55 1.82 -0.55
C 2.27 -1.77 0.72
C 0.64 -3.76 1.58
C -0.45 0.84 0.54
C 4.40 -0.46 0.46
C -5.32 -2.38 0.75
C -3.92 -0.42 1.52
C 0.76 -0.04 0.51
C 1.24 3.59 -1.27
C -1.76 0.03 0.54
C 2.46 3.63 -0.37
C 0.08 -2.50 1.32
C 2.01 -4.03 1.44
C -2.76 0.36 1.46
C 0.60 2.24 -1.58
C 2.07 0.46 0.43
C -4.09 -1.52 0.67
C 2.86 -2.99 1.03
C -1.96 -1.00 -0.38
C -3.12 -1.78 -0.30
C -0.02 2.40 -2.97
C 0.88 -1.47 0.81
H 4.68 0.11 -0.43
H 0.49 4.32 -0.93
H 2.94 4.62 -0.42
H -4.72 -0.17 2.23
H -0.87 2.69 -0.11
H -3.28 -2.60 -1.00
H -5.85 -2.44 -0.21
H -0.97 -2.34 1.52
H 2.19 3.45 0.68
H 0.80 2.48 -3.69
H 2.43 1.48 0.44
H 3.93 -3.11 0.92
H -1.36 1.59 -1.14
H 1.58 3.99 -2.25
H -1.21 -1.21 -1.16
H 1.31 1.42 -1.54
H -0.45 1.43 1.47
H -0.62 3.32 -3.06
H -1.00 1.28 -4.22
H -0.01 -4.57 1.92
H 3.20 2.89 -0.71
H 4.87 -1.45 0.41
H -2.63 1.23 2.12
H 4.77 0.06 1.36
H -6.03 -1.99 1.50
H -5.08 -3.41 1.04
H 2.43 -5.01 1.67
```

Kohn-Sham gap ... 7.99 eV
Largest force on an atom ... 3.53 eV/A
Structure (SMILES) ... CC[C@H](CO)[NH2+][C@@H](c1ccc(C)cc1)c1cn(C)c2ccccc12
Lowest unoccupied orbital energy ... -2.52 eV
Charge ... +1
Highest occupied orbital energy ... -0.386 Ha

Computed, not measured: a single C21H27N3O4S molecule, with ωB97M-V/def2-TZVPD.

XYZ file:
```
56
C21H27N3O4S ωB97M-V/def2-TZVPD
S -0.61 4.84 6.51
O -0.33 -3.38 -0.94
O 3.55 2.42 3.11
O -3.40 -1.54 -3.73
O 0.83 -0.05 -2.09
N -0.48 2.46 5.57
N -0.05 -2.56 -3.01
N 1.72 1.45 4.01
C -2.80 3.18 5.87
C 0.81 2.88 5.73
C -0.33 -1.64 -4.09
C 0.34 0.72 0.05
C 1.71 -0.58 -3.07
C -2.11 -2.03 -1.76
C -1.33 3.35 5.93
C 0.94 4.15 6.22
C 2.05 1.29 1.64
C -4.33 -1.93 -4.71
C 1.30 -3.07 -3.06
C 1.93 1.96 5.34
C 2.66 0.51 -0.56
C 1.31 0.37 -0.89
C -3.14 -2.55 -2.78
C 0.71 1.17 1.30
C 2.28 -1.95 -2.65
C -0.75 -2.70 -1.86
C 0.89 -0.73 -4.35
C 2.51 1.79 2.97
C 3.01 0.98 0.69
H -5.29 -2.19 -4.26
H 4.05 1.10 0.95
H 1.51 -3.42 -4.07
H 1.97 1.12 6.05
H -0.70 0.63 -0.22
H 0.54 0.25 -4.68
H -4.07 -2.82 -2.27
H -2.00 -0.95 -1.90
H -0.56 -2.21 -5.00
H 1.53 -1.14 -5.12
H -3.04 2.18 5.50
H 2.40 -1.97 -1.57
H -2.46 -2.21 -0.75
H -2.76 -3.45 -3.28
H -0.07 1.45 2.00
H 3.44 0.26 -1.27
H 2.53 0.13 -3.24
H -3.24 3.30 6.86
H 2.88 2.49 5.35
H -1.20 -1.04 -3.84
H -3.96 -2.80 -5.27
H -4.45 -1.09 -5.38
H -3.25 3.92 5.21
H 1.83 4.70 6.42
H 0.84 0.97 3.85
H 3.25 -2.12 -3.11
H 1.38 -3.91 -2.36
```

Kohn-Sham gap ... 9.20 eV
Largest force on an atom ... 0.95 eV/A
Structure (SMILES) ... COCCC(=O)N1CCC(Oc2ccc(C(=O)NCc3csc(C)n3)cc2)CC1
Lowest unoccupied orbital energy ... 0.70 eV
Highest occupied orbital energy ... -0.312 Ha

Computed, not measured: a single C21H27N3O4S molecule at a distorted geometry, with ωB97M-V/def2-TZVPD.

XYZ file:
```
56
C21H27N3O4S ωB97M-V/def2-TZVPD
S -5.03 -0.88 -0.71
O 1.17 1.80 -2.00
O -5.49 -0.56 -2.04
O -5.25 -2.20 -0.20
O 1.90 -2.09 0.68
N 3.38 -1.25 -0.79
N 0.77 0.36 -0.29
N -5.73 0.19 0.34
C -1.41 0.82 -1.31
C 7.09 0.39 1.54
C -5.23 2.64 0.20
C -2.47 -1.26 0.21
C -4.70 0.26 2.61
C 2.49 -3.44 -1.23
C 5.15 0.14 0.14
C 5.97 0.24 -0.98
C 5.72 0.21 1.40
C 2.55 -2.22 -0.34
C 3.66 -0.05 -0.02
C -1.13 -0.95 0.31
C -6.16 1.48 -0.15
C -3.28 -0.52 -0.63
C -5.86 -0.18 1.72
C 7.90 0.48 0.42
C -2.76 0.50 -1.40
C 3.03 1.20 -0.65
C 1.56 1.14 -1.06
C 7.33 0.41 -0.84
C -0.59 0.09 -0.45
H -7.17 1.69 0.24
H 7.96 0.48 -1.72
H -0.99 1.61 -1.91
H 3.13 2.03 0.06
H -4.82 -0.17 3.60
H 3.59 1.48 -1.55
H -5.30 2.89 1.26
H -0.48 -1.53 0.95
H 3.90 -1.39 -1.64
H -4.66 1.34 2.71
H 5.54 0.19 -1.98
H -6.22 1.37 -1.23
H -5.93 -1.27 1.73
H 8.96 0.62 0.53
H 2.08 -3.17 -2.20
H 3.22 -0.23 0.98
H -4.20 2.38 -0.03
H -5.51 3.51 -0.37
H 1.85 -4.19 -0.77
H 3.48 -3.86 -1.37
H -3.41 1.03 -2.08
H -3.75 -0.08 2.20
H 5.10 0.13 2.27
H -2.91 -2.07 0.77
H -6.80 0.23 2.11
H 7.52 0.45 2.53
H 1.21 -0.25 0.40
```

Kohn-Sham gap ... 9.00 eV
Largest force on an atom ... 1.12 eV/A
Structure (SMILES) ... CCN(CC)S(=O)(=O)c1ccc(NC(=O)C[C@@H](NC(C)=O)c2ccccc2)cc1
Lowest unoccupied orbital energy ... 0.48 eV
Highest occupied orbital energy ... -0.313 Ha

Computed, not measured: a single C21H27N3O6S2 molecule at a distorted geometry, with ωB97M-V/def2-TZVPD.

XYZ file:
```
59
C21H27N3O6S2 ωB97M-V/def2-TZVPD
S -3.22 2.92 2.72
S 0.38 -3.42 -1.41
O -4.27 4.44 -0.97
O -0.68 -2.81 -2.18
O 0.12 -3.66 -0.02
O 2.01 0.80 -1.30
O -4.16 2.04 3.35
O -2.34 3.71 3.53
N 1.75 -2.52 -1.62
N -0.02 -0.25 -1.16
N -4.12 3.99 1.81
C 4.75 -3.47 0.32
C -3.11 4.84 -0.26
C 2.46 -1.96 0.67
C -3.44 5.12 1.21
C -2.23 1.96 1.58
C 0.83 -4.99 -2.19
C -0.96 2.40 1.24
C 3.06 -1.05 -3.09
C -1.99 0.08 0.13
C 1.71 -1.32 -2.43
C 4.53 -2.83 1.54
C -4.84 3.27 -0.42
C -5.23 3.49 1.05
C 3.84 -3.36 -0.71
C -0.72 0.53 -0.24
C 5.53 -2.94 2.65
C -0.20 1.69 0.33
C 1.27 -0.11 -1.57
C 2.69 -2.59 -0.54
C -2.74 0.80 1.04
C 3.38 -2.08 1.69
H 6.16 -2.05 2.67
H -2.35 4.05 -0.34
H -6.04 4.23 1.10
H -4.12 2.44 -0.50
H -4.11 5.99 1.27
H -2.54 5.31 1.79
H 3.39 -1.92 -3.65
H 1.56 -1.38 0.81
H 3.80 -0.81 -2.32
H 2.97 -0.20 -3.76
H -0.58 3.30 1.70
H 6.17 -3.80 2.52
H -5.72 3.05 -1.03
H 0.78 2.02 0.05
H 0.94 -1.50 -3.19
H -3.72 0.46 1.36
H -2.37 -0.84 -0.29
H -2.76 5.74 -0.76
H -5.56 2.57 1.52
H 1.07 -4.78 -3.22
H 3.19 -1.58 2.63
H -0.52 -1.07 -1.49
H -0.02 -5.65 -2.12
H 5.02 -3.01 3.61
H 1.67 -5.39 -1.65
H 5.64 -4.06 0.18
H 4.01 -3.85 -1.65
```

Kohn-Sham gap ... 8.96 eV
Largest force on an atom ... 1.06 eV/A
Structure (SMILES) ... Cc1ccc(N([C@H](C)C(=O)Nc2ccc(S(=O)(=O)N3CCOCC3)cc2)S(C)(=O)=O)cc1
Lowest unoccupied orbital energy ... 0.31 eV
Highest occupied orbital energy ... -0.318 Ha

Computed, not measured: C21H27N7O10OsPSSi as an isolated structure, with ωB97M-V/def2-TZVPD.

XYZ file:
```
69
C21H27N7O10OsPSSi ωB97M-V/def2-TZVPD
Os -0.59 -0.20 1.02
S -0.77 -2.29 2.16
P -2.40 0.56 2.15
Si 1.04 -2.58 -4.31
O 1.19 -0.95 0.02
O 0.85 0.83 2.13
O -2.98 1.89 1.52
O 6.79 2.52 2.37
O 3.19 -1.42 -0.50
O 6.97 0.91 0.94
O 1.06 3.55 2.79
O -3.64 -0.43 2.13
O 2.18 3.06 4.57
O -2.25 0.83 3.70
N -1.71 -1.11 -0.19
N -2.46 -4.11 1.21
N -0.72 1.33 -0.39
N 6.34 1.63 1.68
N 2.42 -0.76 0.14
N 1.94 2.95 3.39
N -2.25 -2.27 -0.10
C -1.78 1.88 -2.45
C -1.46 0.98 -1.46
C 2.52 -1.45 -4.42
C -0.56 3.55 -1.24
C 4.12 2.25 2.57
C 2.09 1.01 1.89
C -4.05 -1.28 3.23
C -1.87 -0.48 -1.54
C -1.43 1.90 4.23
C -0.98 -1.19 -2.47
C 4.31 0.46 0.97
C -0.29 2.60 -0.28
C 1.46 -4.16 -3.41
C 4.88 1.43 1.74
C -4.35 2.12 1.15
C 0.26 -2.89 -5.97
C -1.32 3.18 -2.34
C -0.22 -1.71 -3.24
C 2.93 0.26 1.03
C -1.89 -2.92 1.05
C 2.77 2.04 2.60
H -1.56 3.91 -3.11
H 2.14 -4.77 -4.00
H -3.20 -1.54 3.85
H -1.83 2.86 3.91
H 2.25 -0.50 -4.89
H 4.58 3.02 3.16
H -4.66 1.40 0.39
H -4.48 -2.17 2.78
H 2.93 -1.25 -3.43
H -0.40 1.79 3.89
H -0.04 -1.96 -6.45
H 0.56 -4.75 -3.22
H -2.37 1.55 -3.30
H -2.20 -4.70 1.98
H -4.79 -0.75 3.82
H 4.92 -0.15 0.32
H -3.04 -4.48 0.47
H -5.00 2.04 2.02
H -4.39 3.13 0.75
H -0.62 -3.52 -5.88
H 0.27 2.83 0.62
H 0.97 -3.40 -6.63
H -0.20 4.55 -1.12
H 3.30 -1.91 -5.03
H -2.91 -0.59 -1.84
H 1.94 -3.94 -2.45
H -1.48 1.81 5.31
```

Kohn-Sham gap (spin up / spin down) ... 6.96 / 6.96 eV
Largest force on an atom ... 0.28 eV/A
Lowest unoccupied orbital energy (spin up / spin down) ... -4.30 / -4.30 eV
Charge ... +1
Highest occupied orbital energy (spin up / spin down) ... -0.414 / -0.414 Ha

Computed, not measured: a single C21H27NO2 molecule, with ωB97M-V/def2-TZVPD.

XYZ file:
```
51
C21H27NO2 ωB97M-V/def2-TZVPD
O 0.25 0.45 1.74
O -2.00 1.94 2.30
N -1.70 0.82 -0.27
C -2.11 0.55 2.12
C 2.52 0.82 1.29
C -2.97 -1.78 -1.90
C -1.06 1.40 -2.54
C -2.00 0.54 -1.67
C -0.45 -2.85 -2.28
C -1.55 -3.69 -2.20
C 2.13 2.05 0.52
C -2.59 0.22 0.69
C -2.82 -3.15 -2.03
C 0.10 0.63 -3.18
C 3.85 0.46 1.42
C -0.60 -1.48 -2.15
C 3.25 -1.39 2.81
C 1.91 -1.05 2.69
C 4.22 -0.65 2.18
C -0.79 -0.16 2.47
C 1.84 3.22 1.47
C 1.54 0.05 1.93
C 0.56 -0.53 -2.29
C -1.87 -0.94 -1.95
H 1.56 4.10 0.91
H -2.67 -0.88 0.60
H 5.26 -0.91 2.27
H 1.17 -1.65 3.20
H -0.66 2.19 -1.89
H -1.63 1.89 -3.33
H -3.58 0.64 0.55
H -1.50 2.27 1.54
H -0.60 -0.05 3.55
H 1.03 2.96 2.15
H -3.68 -3.79 -1.98
H 4.61 1.05 0.93
H -1.43 -4.76 -2.30
H 0.53 -3.27 -2.43
H -0.74 0.53 -0.07
H 2.72 3.45 2.07
H 2.94 2.33 -0.16
H 1.41 -1.04 -2.75
H 1.23 1.86 -0.07
H -3.04 0.85 -1.83
H 0.88 -0.16 -1.32
H -0.87 -1.22 2.23
H -0.23 0.21 -4.13
H -2.87 0.21 2.83
H 0.93 1.30 -3.38
H 3.52 -2.25 3.41
H -3.95 -1.36 -1.76
```

Kohn-Sham gap ... 9.34 eV
Largest force on an atom ... 0.67 eV/A
Structure (SMILES) ... CCc1ccccc1OC[C@@H](O)CN[C@H]1CCCc2ccccc21
Lowest unoccupied orbital energy ... 0.78 eV
Highest occupied orbital energy ... -0.314 Ha

Computed, not measured: a single C21H27NO3 molecule, with ωB97M-V/def2-TZVPD.

XYZ file:
```
52
C21H27NO3 ωB97M-V/def2-TZVPD
O 0.29 0.19 0.67
O 1.49 2.60 1.65
O -0.83 1.31 -1.63
N -2.10 1.82 2.07
C -0.66 -1.00 -1.11
C 0.26 -0.04 -3.27
C 3.44 1.04 -0.53
C -0.45 0.20 -1.95
C 2.54 -1.54 -0.90
C -1.07 -3.21 0.52
C -1.44 -3.26 -0.82
C -3.86 -0.53 1.67
C 1.49 -0.94 -3.11
C 3.24 -1.22 0.25
C -0.50 -2.07 1.05
C -4.34 0.92 1.70
C 2.28 -0.59 -1.88
C -0.94 2.53 1.56
C 2.75 0.71 -1.67
C 0.39 0.47 2.05
C 0.35 2.00 2.21
C 3.69 0.08 0.44
C -1.22 -2.16 -1.62
C -3.26 1.87 1.20
C -0.30 -0.95 0.25
H -1.23 -4.07 1.15
H -3.68 2.89 1.12
H -0.44 -0.50 -3.97
H 2.56 1.47 -2.42
H 3.43 -1.97 0.99
H -1.52 -2.19 -2.66
H -0.45 0.05 2.60
H -0.99 3.62 1.71
H 4.22 0.34 1.34
H 1.34 0.07 2.44
H 0.38 2.24 3.28
H 1.18 -1.98 -3.04
H -4.63 1.19 2.72
H -0.20 -2.06 2.08
H 3.79 2.05 -0.38
H -2.93 1.57 0.21
H -2.98 -0.64 2.30
H -4.64 -1.20 2.04
H -3.60 -0.83 0.66
H -0.88 2.34 0.49
H -5.22 1.03 1.06
H -2.34 2.15 3.00
H 1.52 2.33 0.72
H -1.89 -4.15 -1.23
H 2.18 -2.56 -1.04
H 2.12 -0.84 -3.99
H 0.54 0.94 -3.68
```

Kohn-Sham gap ... 9.12 eV
Largest force on an atom ... 0.79 eV/A
Structure (SMILES) ... CCCNC[C@H](O)COc1ccccc1C(=O)CCc1ccccc1
Lowest unoccupied orbital energy ... 0.59 eV
Highest occupied orbital energy ... -0.314 Ha